1.
Here is 3 unconnected molecules or ions with the total composition C17H39INO11P2 in a non-equilibrium geometry from the Open Molecules 2025 dataset. Energies are from the ωB97M-V functional and the def2-TZVPD basis.

Output
gap between HOMO and LUMO	8.68	eV
charge	+1
electronic energy	-68942.9295	eV

Element x y z (Å)
C: 3.019 0.319 2.710
C: 2.457 -0.329 1.694
C: 0.968 -0.363 1.562
N: 0.415 0.387 0.352
C: -0.972 0.820 0.748
C: -1.759 1.630 -0.278
O: -1.929 2.788 -0.094
O: -2.305 1.021 -1.362
O: 1.233 1.442 -0.051
C: 1.217 2.591 0.813
C: 2.555 3.286 0.622
C: 2.591 3.940 -0.791
C: 0.243 -0.551 -0.892
I: 0.774 0.507 -2.728
C: 1.153 -1.771 -0.861
C: 0.490 -3.000 -0.203
H: 4.088 0.393 2.823
H: 2.362 0.737 3.463
H: 3.123 -0.850 1.023
H: 0.542 -1.363 1.618
H: 0.595 0.136 2.454
H: -1.521 -0.107 0.922
H: -0.993 1.361 1.685
H: -2.981 0.400 -1.053
H: 0.444 3.315 0.562
H: 1.112 2.358 1.873
H: 2.660 4.100 1.333
H: 3.370 2.571 0.658
H: 3.291 3.425 -1.446
H: 1.620 3.888 -1.280
H: 2.939 4.967 -0.741
H: -0.776 -0.891 -0.993
H: 2.161 -1.595 -0.512
H: 1.281 -2.054 -1.901
H: -0.520 -2.781 0.143
H: 1.070 -3.340 0.652
H: 0.408 -3.822 -0.906
C: 0.442 -6.383 5.034
O: -0.103 -5.130 5.464
P: 0.361 -3.737 4.821
O: 0.467 -3.982 3.368
O: 1.780 -3.613 5.596
C: 2.477 -4.597 6.349
O: 0.241 -2.091 4.891
C: -0.289 -1.504 6.103
H: -0.387 -7.068 4.872
H: 1.017 -6.291 4.116
H: 1.064 -6.795 5.825
H: 3.045 -5.246 5.683
H: 1.805 -5.172 6.983
H: 3.182 -4.071 6.989
H: 0.345 -1.750 6.956
H: -1.308 -1.845 6.288
H: -0.301 -0.425 5.971
C: -2.403 5.007 -5.928
O: -2.293 3.867 -6.779
P: -3.522 2.841 -6.964
O: -4.734 3.666 -7.072
O: -3.375 2.039 -5.554
C: -2.617 2.393 -4.414
O: -3.950 1.449 -7.709
C: -2.906 0.566 -8.170
H: -2.028 5.870 -6.476
H: -3.429 5.197 -5.622
H: -1.771 4.871 -5.052
H: -3.169 3.109 -3.802
H: -1.635 2.779 -4.685
H: -2.475 1.492 -3.823
H: -2.297 0.220 -7.331
H: -2.274 1.062 -8.907
H: -3.384 -0.289 -8.639

Atom charges from the Löwdin analysis, given in e for atoms 1 to 2: C 0.06; C -0.13

2.
Here is a molecular structure, C23H49LaN4OP3 in a non-equilibrium geometry from the Open Molecules 2025 dataset. Energies are from the ωB97M-V functional and the def2-TZVPD basis.

Output
gap between HOMO and LUMO	3.15	eV
ΔE to the lowest compared entry with this formula, charge and spin	11.4	kcal/mol
charge	+3
electronic energy	-61348.9603	eV

Element x y z (Å)
La: 2.563 -0.082 -0.501
P: -2.948 -0.623 1.955
P: 2.146 -1.258 2.121
P: -2.860 0.100 -2.358
H: 4.717 -1.998 -0.882
C: 4.232 -1.305 -1.595
C: 4.628 0.054 -1.752
H: 5.491 0.468 -1.208
C: -4.209 -1.695 2.678
C: -1.962 0.015 3.313
C: -3.837 0.714 1.130
C: 3.762 -2.156 2.252
C: 2.138 -0.298 3.689
C: 0.975 -2.617 2.499
C: -2.220 -0.360 -4.022
C: -4.282 1.166 -2.840
C: -3.830 -1.421 -2.001
H: 3.653 -1.784 -2.402
H: 4.371 0.628 -2.671
H: -4.823 -1.136 3.408
H: -3.718 -2.533 3.185
H: -4.859 -2.093 1.891
H: -2.593 0.170 4.202
H: -1.471 0.955 3.024
H: -1.190 -0.731 3.548
H: -4.901 0.676 1.418
H: -3.776 0.612 0.037
H: -3.421 1.690 1.412
H: 4.127 -2.033 3.293
H: 4.501 -1.749 1.535
H: 3.621 -3.226 2.035
H: 2.635 -0.864 4.486
H: 1.117 -0.045 4.000
H: 2.704 0.633 3.544
H: 1.524 -3.466 2.928
H: 0.471 -2.960 1.585
H: 0.204 -2.283 3.207
H: -3.040 -0.415 -4.752
H: -1.700 -1.325 -3.960
H: -1.501 0.406 -4.338
H: -4.599 0.928 -3.862
H: -3.952 2.212 -2.788
H: -5.114 1.021 -2.140
H: -4.148 -1.900 -2.937
H: -4.710 -1.156 -1.402
H: -3.194 -2.104 -1.419
C: -0.591 -3.063 -0.742
C: -0.340 -4.469 -0.685
C: 0.073 -5.091 -1.847
C: 0.593 -4.325 -2.904
C: 0.744 -2.938 -2.758
C: 0.311 -2.290 -1.589
O: -1.666 -2.630 -0.164
H: -2.000 -1.354 1.102
H: -0.705 -4.988 0.203
H: -0.042 -6.174 -1.945
H: 0.897 -4.858 -3.814
H: 1.213 -2.363 -3.567
H: 0.280 -1.181 -1.529
C: 2.856 2.712 0.001
N: 1.485 2.069 -0.265
C: 0.847 2.870 -1.391
N: 0.759 4.302 -1.080
C: 2.108 4.849 -0.814
N: 2.780 4.160 0.334
C: 1.908 4.300 1.528
N: 0.562 3.741 1.317
C: 0.649 2.318 0.961
C: -0.028 4.471 0.155
H: 3.465 2.591 -0.913
H: 3.293 2.167 0.858
H: -0.161 2.465 -1.533
H: 1.451 2.724 -2.296
H: 1.980 5.907 -0.553
H: 2.738 4.740 -1.710
H: 2.391 3.796 2.376
H: 1.777 5.368 1.744
H: -0.362 1.940 0.763
H: 1.089 1.772 1.805
H: -0.031 5.536 0.411
H: -1.045 4.088 -0.007

Atom charges from the Löwdin analysis, given in e for atoms 1 to 2: La 1.87; P 0.91

3.
Here is a molecular structure, C9H9CoF3I2O4RuS in a non-equilibrium geometry from the Open Molecules 2025 dataset. Energies are from the ωB97M-V functional and the def2-TZVPD basis.

Output
gap between HOMO and LUMO (spin up / spin down)	8.33 / 5.31	eV
ΔE to the lowest compared entry with this formula, charge and spin	54.1	kcal/mol
spin multiplicity	10
charge	+4
electronic energy	-93009.3374	eV
⟨S²⟩	24.82

Element x y z (Å)
I: -1.631 0.372 -3.441
I: 1.692 -2.542 1.630
Ru: 0.212 -0.266 1.152
Co: -0.074 0.478 -1.571
S: 0.708 -1.499 -1.300
C: 0.658 1.966 -2.104
C: -1.206 1.412 -0.577
C: 2.353 -1.453 -2.185
C: 3.012 -2.764 -1.784
C: 3.188 -0.255 -1.749
C: 2.010 -1.388 -3.674
C: -0.131 0.336 2.863
C: 1.765 0.738 1.121
O: -1.985 2.198 -0.235
O: 1.014 2.997 -2.497
O: -0.313 0.789 3.917
O: 2.769 1.316 1.173
H: 3.994 -2.865 -2.271
H: 2.366 -3.603 -2.065
H: 3.153 -2.789 -0.692
H: 4.089 -0.215 -2.375
H: 3.491 -0.354 -0.705
H: 2.645 0.692 -1.862
H: 2.918 -1.453 -4.291
H: 1.489 -0.450 -3.912
H: 1.335 -2.216 -3.925
F: -2.195 -1.606 -0.050
C: -1.812 -1.074 1.140
F: -2.723 -0.109 1.483
F: -1.906 -2.064 2.090

Atom charges from the natural (NBO) analysis, given in e for atoms 1 to 2: I 0.76; I 0.89

4.
Here is a molecular structure, C4H6O2 from the Open Molecules 2025 dataset. Energies are from the ωB97M-V functional and the def2-TZVPD basis.

Output
gap between HOMO and LUMO	8.37	eV
ΔE to the lowest compared entry with this formula, charge and spin	120.5	kcal/mol
electronic energy	-8335.2355	eV

Element x y z (Å)
C: 1.611 0.749 0.294
O: 1.316 -0.653 0.612
C: 0.096 -0.521 0.122
C: 0.076 0.962 0.199
O: -2.355 -0.306 -0.451
C: -1.569 -1.263 -0.532
H: 2.181 0.700 -0.637
H: 2.157 1.285 1.063
H: -0.491 1.512 -0.553
H: -0.300 1.237 1.196
H: -1.528 -2.082 0.211
H: -1.195 -1.622 -1.523

Atom charges from the natural (NBO) analysis, given in e for atoms 1 to 2: C -0.08; O -0.44

5.
Here is HNO2S in the gas phase in a non-equilibrium geometry from the Open Molecules 2025 dataset. Energies are from the ωB97M-V functional and the def2-TZVPD basis.

Output
gap between HOMO and LUMO (spin up / spin down)	9.01 / 7.13	eV
ΔE to the lowest compared entry with this formula, charge and spin	89.3	kcal/mol
electronic energy	-16430.7295	eV

Element x y z (Å)
N: -0.103 0.782 0.080
O: -1.446 0.497 -0.038
O: 0.705 -0.251 -0.122
S: 2.401 -0.543 0.016
H: -1.557 -0.485 0.065

Atom charges from the natural (NBO) analysis, given in e for atoms 1 to 2: N 0.27; O -0.49

6.
Here is 9 unconnected molecules or ions with the total composition C14H34N15O9 in a non-equilibrium geometry from the Open Molecules 2025 dataset. Energies are from the ωB97M-V functional and the def2-TZVPD basis.

Output
gap between HOMO and LUMO	8.75	eV
charge	-1
electronic energy	-55853.1529	eV

Element x y z (Å)
N: 8.314 4.279 14.849
O: 9.196 4.609 14.004
O: 8.671 4.231 16.060
O: 7.228 3.852 14.515
C: 11.856 6.691 16.553
O: 12.701 7.224 17.269
N: 11.051 5.670 16.932
N: 11.742 6.997 15.213
H: 11.038 5.323 17.881
H: 10.260 5.378 16.369
H: 11.163 6.413 14.634
H: 12.288 7.746 14.837
C: 5.151 2.770 17.470
O: 4.466 3.257 16.599
N: 6.513 2.713 17.430
N: 4.593 2.106 18.547
H: 6.997 3.056 16.603
H: 7.053 2.248 18.134
H: 3.613 2.187 18.729
H: 5.191 1.629 19.195
C: 6.989 3.828 10.504
O: 5.923 4.022 11.042
N: 8.178 3.704 11.171
N: 7.101 3.674 9.127
H: 8.170 3.770 12.181
H: 9.011 3.880 10.642
H: 6.317 4.044 8.624
H: 7.980 3.506 8.677
C: 6.339 7.153 17.159
O: 5.613 6.508 16.442
N: 5.933 8.371 17.689
N: 7.632 6.813 17.466
H: 5.058 8.697 17.326
H: 6.526 8.947 18.253
H: 7.964 5.879 17.277
H: 8.180 7.462 17.999
C: 12.824 5.303 12.680
O: 12.463 6.264 12.018
N: 12.002 4.318 13.117
N: 14.139 5.173 13.065
H: 11.012 4.418 12.953
H: 12.316 3.584 13.723
H: 14.777 5.819 12.641
H: 14.504 4.361 13.527
C: 7.514 7.800 13.105
O: 6.666 6.948 12.988
N: 7.257 9.155 13.044
N: 8.833 7.493 13.347
H: 6.297 9.434 13.101
H: 7.993 9.826 13.148
H: 9.565 8.175 13.412
H: 9.047 6.511 13.472
N: 12.294 3.452 19.842
C: 11.342 2.676 19.253
C: 10.160 3.370 19.201
C: 10.429 4.626 19.804
C: 11.740 4.668 20.197
H: 13.140 3.094 20.246
H: 11.570 1.678 18.915
H: 9.251 3.048 18.724
H: 9.739 5.412 20.074
H: 12.324 5.376 20.755
N: 8.549 -1.272 15.725
C: 8.427 0.085 15.561
C: 9.554 0.659 16.083
C: 10.414 -0.384 16.518
C: 9.738 -1.567 16.329
H: 7.851 -1.930 15.433
H: 7.596 0.489 15.008
H: 9.780 1.715 16.040
H: 11.358 -0.229 17.014
H: 9.975 -2.570 16.642

Atom charges from the Löwdin analysis, given in e for atoms 1 to 2: N -0.53; O -0.10